56
Properties=species:S:1:pos:R:3:forces:R:3:lowdin_charge:R:1 method="wB97M-V/def2-TZVPD" relative_energy_kj_mol=406.6 homo_energy_ha=-0.280 energy_ev=-39504.0676 charge=-1 lumo_energy_ev=2.1
O 0.48040 1.59059 4.07478 0.1 0.2 -0.3 -0.091
O -0.56811 3.43897 2.44995 0.6 1.3 2.3 -0.056
O 1.12320 3.63060 -2.59895 0.9 -2.5 -1.1 -0.143
O 1.50766 4.78380 0.40510 0.3 -0.9 -0.1 -0.076
O 2.85065 -2.50869 0.67981 -1.0 1.3 1.4 -0.056
O -1.14024 -3.71544 -3.08065 0.5 0.4 -0.5 -0.078
O -3.34205 1.07657 -1.03195 -2.5 0.1 -2.9 -0.057
O 0.93870 -1.10708 3.36492 0.1 -0.2 1.6 -0.059
O 2.47655 -1.80822 -2.88459 -0.1 -1.2 0.0 -0.092
O -2.20666 -3.63861 2.99600 -0.8 -0.3 0.7 -0.050
O 3.16996 0.77972 3.08266 1.0 -0.6 -0.8 -0.056
O 2.33605 0.44591 -0.46426 0.3 0.2 0.0 -0.039
O -0.67165 0.38414 -0.64720 0.7 -0.6 -1.1 -0.258
O -2.16649 1.98561 0.86081 0.9 -0.1 0.9 -0.093
O -1.12288 2.57240 -2.59616 1.1 0.4 0.4 -0.020
O 0.46746 -1.53276 0.74594 -0.8 -1.1 0.2 -0.126
O -1.60493 -3.52100 -0.21569 -0.2 0.3 0.3 -0.042
O -3.07778 -1.12984 -2.64864 0.4 1.3 0.8 -0.073
O 0.16309 -1.63069 -1.92675 -0.7 2.0 -0.3 -0.308
H -1.14070 1.99840 -1.81645 -0.7 -0.5 -0.4 0.023
H -2.23527 -1.42313 -2.29022 0.4 -0.3 -0.3 -0.028
H -1.94230 -2.61769 -0.22799 -0.2 0.0 0.3 0.042
H 0.05201 0.17223 -0.04299 -0.4 0.5 0.3 -0.016
H 2.49625 -2.24227 -3.74884 0.2 0.1 0.1 0.047
H 1.57726 -1.22742 2.66679 -0.5 -0.2 -0.7 -0.007
H -0.81304 -3.42139 -0.74897 0.3 -0.4 -0.4 0.007
H 1.69431 0.90295 -1.02990 0.1 -0.1 0.2 0.038
H 0.02680 -1.02632 3.07262 0.4 0.1 -0.7 0.039
H -2.44981 0.90109 -1.28470 1.0 -0.1 1.4 -0.039
H 2.69107 0.71519 2.23974 0.3 0.1 0.5 0.014
H -1.34860 -3.23447 2.93948 0.5 0.2 -0.4 0.004
H -3.10365 -0.24802 -2.17192 -1.1 -1.4 -0.8 0.008
H 1.99311 0.51377 0.43339 -0.2 0.0 -0.3 0.013
H 1.16284 1.02320 3.68695 -0.2 0.0 0.4 -0.029
H 0.35031 2.95946 -2.67939 0.8 1.8 0.1 -0.014
H 2.28819 4.28083 0.72301 -0.8 0.5 -0.3 0.055
H 1.82306 3.11352 -3.10572 -0.9 1.3 1.1 0.060
H -0.35312 -0.61918 -1.33411 -0.1 0.1 -0.5 0.049
H -1.72170 -3.15381 -2.57063 -0.9 -0.5 0.3 -0.024
H -3.55266 1.04682 -0.11005 0.9 -0.1 0.7 0.046
H 2.88083 -1.83266 -0.02443 0.6 -1.3 -0.1 0.036
H -1.81068 2.62812 -3.24345 -0.9 -0.7 0.2 0.077
H -1.97031 2.80181 0.38193 -0.2 -0.2 0.1 0.060
H 1.88280 -2.40565 -2.34771 0.7 0.9 -0.5 0.050
H 3.96640 0.21998 2.92093 -0.9 0.6 0.3 0.074
H 3.26145 -3.35655 0.74933 0.9 -0.1 -1.3 0.032
H -1.53075 1.31457 0.48549 -0.6 0.5 0.0 0.022
H -2.52094 -3.84017 2.11362 0.4 0.1 -0.3 0.013
H -0.49470 -3.00443 -3.24437 0.2 -0.5 -0.1 0.012
H 1.23255 4.31229 -0.40977 0.4 0.4 0.2 0.015
H 0.73614 -1.13156 -2.57182 -0.8 -0.7 1.1 0.037
H 0.49339 -2.47339 1.02712 0.2 1.0 0.0 0.065
H 0.22519 -1.62084 -0.20215 0.6 -0.2 0.3 -0.018
H 0.42792 2.39790 3.52386 0.1 -0.3 0.4 -0.008
H -1.00207 2.61073 2.28954 -0.5 -0.3 -1.4 0.005
H -0.17761 3.96600 1.76528 0.1 -0.3 -1.1 0.010